Density functional theory data (ωB97M-V/def2-TZVPD) for 7 unconnected molecules or ions with the total composition C36H63BrClFNO16P2S2 at a distorted geometry.

```
123
C36H63BrClFNO16P2S2 ωB97M-V/def2-TZVPD
C 2.7049 0.8589 1.7037
C 3.2482 0.0647 0.5159
Br 5.0920 0.7139 0.2050
C 2.3955 0.2611 -0.7519
C 1.7660 -0.9678 -1.4339
O 0.4477 -1.2449 -1.0694
P 0.4038 -2.3516 0.2990
C -0.7967 -3.5736 -0.4681
C -0.1992 -4.9154 -0.9488
C 0.3872 -4.8597 -2.3476
Cl 0.0663 -6.4222 -3.2356
C -0.8938 -1.2376 1.1521
C -2.3632 -1.2516 0.7156
C -2.6137 -0.6834 -0.6897
C -2.3121 0.8265 -0.7888
N -1.9879 1.2704 -2.1408
P 0.6464 -3.7348 2.1675
S 2.3933 -4.6383 2.4131
O 1.8213 -3.1633 -0.4491
C 2.3915 -2.3852 -1.4160
S 4.1853 -2.6193 -1.5147
O 4.4296 -3.7194 -2.3929
O 4.8517 -2.5946 -0.2624
F 4.5689 -1.3283 -2.3451
H 3.0468 1.8927 1.6644
H 1.6157 0.8621 1.6982
H 3.0569 0.4487 2.6496
H 3.3473 -0.9780 0.8003
H 2.9967 0.7819 -1.4950
H 1.5558 0.9113 -0.5045
H 1.7421 -0.6979 -2.4926
H 1.3885 -1.5683 1.0262
H -1.4722 -3.8579 0.3385
H -1.3477 -3.1474 -1.3040
H 0.5015 -5.3421 -0.2320
H -1.0476 -5.6062 -0.9925
H -0.0855 -4.0941 -2.9524
H 1.4681 -4.7931 -2.3344
H -0.8527 -1.4424 2.2266
H -0.5019 -0.2288 1.0329
H -2.9117 -0.5871 1.4015
H -2.8463 -2.2203 0.8468
H -3.6764 -0.8184 -0.9159
H -2.0237 -1.1860 -1.4509
H -1.4896 1.0785 -0.1240
H -3.2018 1.3775 -0.4734
H -1.1486 0.8094 -2.4553
H -2.7368 1.0499 -2.7778
H 0.4417 -2.9181 3.2995
H -0.3897 -4.6998 2.2362
H 2.1036 -2.7971 -2.3947
O -2.1485 -3.4582 -3.8173
C -3.0145 -4.1473 -4.2662
O -4.2755 -4.1502 -3.7727
C -5.0757 -5.1487 -4.4353
C -4.3756 -5.3973 -5.7670
C -2.9123 -5.1472 -5.4031
H -5.0959 -6.0439 -3.8092
H -6.0894 -4.7731 -4.5411
H -4.5741 -6.3872 -6.1737
H -4.7051 -4.6594 -6.5009
H -2.4204 -6.0424 -5.0198
H -2.3323 -4.7333 -6.2231
O -0.2976 2.3866 6.6650
C 0.8961 2.4495 6.5814
O 1.6887 1.3580 6.6547
C 3.0756 1.7502 6.6358
C 3.0950 3.1287 5.9881
C 1.7491 3.6932 6.4288
H 3.4353 1.7686 7.6681
H 3.6420 1.0076 6.0791
H 3.9466 3.7364 6.2860
H 3.1183 3.0260 4.9078
H 1.8109 4.1876 7.3971
H 1.3130 4.3671 5.6958
O -1.4485 -0.2797 -4.6285
C -0.4192 0.1549 -5.0425
O 0.5835 0.5525 -4.2171
C 1.6634 1.1203 -4.9691
C 1.5135 0.5467 -6.3742
C -0.0022 0.3800 -6.4855
H 1.5614 2.2081 -4.9504
H 2.6018 0.8467 -4.4912
H 1.9536 1.1797 -7.1427
H 1.9946 -0.4308 -6.4252
H -0.4927 1.2855 -6.8466
H -0.2972 -0.4660 -7.0994
O 3.0877 6.2566 7.2325
C 2.2606 7.0948 7.0328
O 2.3950 8.0357 6.0675
C 1.2970 8.9617 6.1176
C 0.1740 8.2138 6.8263
C 0.9545 7.3057 7.7750
H 1.6198 9.8471 6.6705
H 1.0437 9.2544 5.1019
H -0.5353 8.8748 7.3198
H -0.3756 7.6058 6.1072
H 1.1762 7.7911 8.7268
H 0.4630 6.3534 7.9560
O 4.6370 3.5185 3.3016
C 5.8303 3.5552 3.2538
O 6.6058 2.4526 3.3518
C 7.9934 2.8148 3.3717
C 8.0574 4.1922 2.7218
C 6.7090 4.7866 3.1228
H 8.3309 2.8294 4.4110
H 8.5556 2.0593 2.8287
H 8.9194 4.7754 3.0407
H 8.1035 4.0858 1.6374
H 6.7474 5.2844 4.0932
H 6.2994 5.4657 2.3809
O -8.2770 -5.0813 -4.3218
C -8.9241 -4.0782 -4.3855
O -8.5734 -3.0420 -5.1816
C -9.4599 -1.9294 -4.9748
C -10.7334 -2.5370 -4.3968
C -10.1824 -3.7284 -3.6144
H -8.9804 -1.2332 -4.2842
H -9.6161 -1.4286 -5.9268
H -11.3072 -1.8336 -3.7974
H -11.3736 -2.8922 -5.2055
H -9.8946 -3.4564 -2.5979
H -10.8588 -4.5775 -3.5868
```

Results
- HOMO: -4.09 eV
- Charge: -1

Results of the Löwdin charge analysis, in e, for atoms 1 through 5: number 1, C, carries -0.15; number 2, C, carries -0.69; number 3, Br, carries 0.68; number 4, C, carries -0.17; number 5, C, carries -0.36

---

Density functional theory data (ωB97M-V/def2-TZVPD) for a molecular structure, C18H17N3O5Pt at a distorted geometry.

```
44
C18H17N3O5Pt ωB97M-V/def2-TZVPD
Pt -1.1998 -0.0472 1.5044
O -0.9508 -1.4990 5.4285
C -1.1832 -0.9572 4.2929
O -0.4858 -1.0646 3.2796
C -2.3981 -0.1148 4.2039
C -3.2969 0.1353 5.2248
C -4.3795 0.9670 4.9583
C -4.5275 1.5150 3.6852
C -3.5980 1.1974 2.7122
N -2.5579 0.4042 2.9863
C -3.5824 1.6411 1.2887
O -4.4905 2.3655 0.7526
O -2.6223 1.2717 0.5987
H -0.1545 -2.0608 5.5014
H -3.1456 -0.3031 6.2033
H -5.1118 1.1803 5.7272
H -5.3565 2.1838 3.4893
H -5.2530 2.6546 1.2823
C 2.6274 0.6289 -4.1127
N 1.5052 0.3184 -3.2221
N 1.6218 -0.1774 -2.0172
C 0.2828 0.0220 -1.3293
O 0.1167 -0.2848 -0.1712
C -0.5663 0.5568 -2.3174
C 0.1637 0.7500 -3.4446
C -0.2426 1.3474 -4.7194
C 2.6611 -0.8993 -1.5724
C 3.0134 -0.8631 -0.1749
C 4.0623 -1.6111 0.2480
C 4.7334 -2.4972 -0.6407
C 4.4211 -2.5144 -2.0236
C 3.3901 -1.7615 -2.4830
H 3.5782 0.4080 -3.6376
H 2.5958 1.6929 -4.3578
H 2.5536 0.0895 -5.0589
H -1.6121 0.7781 -2.1772
H -1.2909 1.6315 -4.6996
H -0.0884 0.6601 -5.5602
H 0.3642 2.2284 -4.9606
H 2.5072 -0.1897 0.5008
H 4.4429 -1.4906 1.2546
H 5.4671 -3.1995 -0.2557
H 4.9481 -3.1859 -2.6902
H 3.0381 -1.9070 -3.4968
```

Results
- HOMO (alpha / beta): -21.85 / -21.85 eV
- Charge: +4

Results of the Löwdin charge analysis, in e, for atoms 1 through 5: number 1, Pt, carries 1.29; number 2, O, carries 0.28; number 3, C, carries -0.41; number 4, O, carries -0.01; number 5, C, carries -0.12